ORCA calculation (ωB97M-V/def2-TZVPD) on a structure of composition C24H28N6ORu.

```
60
Properties=species:S:1:pos:R:3:forces:R:3
O 2.329 -6.350 -0.645 0.00 -0.07 0.00
H 1.979 -0.922 1.471 0.00 0.01 0.00
Ru -0.233 0.424 0.004 0.04 0.25 0.13
N 1.381 1.062 1.426 0.06 -0.13 0.07
C 0.673 3.426 1.505 0.04 -0.03 0.01
C 1.066 2.905 -3.399 -0.01 -0.04 0.03
H 1.523 0.997 -2.521 0.00 0.01 -0.01
C -4.190 -1.458 -0.885 -0.02 0.02 0.02
C 2.841 2.628 2.468 0.02 -0.03 0.02
H 3.039 3.653 2.750 0.00 0.00 0.00
C -2.700 1.690 1.534 -0.03 -0.08 -0.02
H -0.222 -5.518 -0.859 0.00 -0.02 0.02
H 0.734 3.732 0.457 0.00 0.00 0.01
H -3.430 2.487 1.700 0.00 -0.01 0.00
C 0.713 -2.678 -0.555 -0.04 -0.01 -0.02
H 0.350 4.844 -3.990 0.00 0.00 0.00
C 2.252 0.083 1.759 0.02 -0.09 0.02
H 3.641 -4.788 -0.312 -0.01 0.00 -0.01
H -4.508 -2.269 -1.525 -0.01 0.00 0.00
C -0.750 3.065 1.909 0.09 -0.04 -0.01
C -1.840 3.030 -0.294 -0.03 -0.02 0.04
C 3.737 1.623 2.790 -0.07 -0.02 -0.03
H -0.233 -4.658 0.706 0.00 -0.02 0.01
H 4.652 1.851 3.320 0.01 0.00 0.00
H 1.620 -4.662 -2.623 0.03 -0.01 -0.01
C 3.065 -5.252 -1.123 0.02 0.07 -0.01
N 1.073 -3.879 -0.763 0.05 0.00 0.01
C 0.912 1.890 -2.482 0.06 0.02 -0.10
H -5.330 0.936 1.220 -0.01 0.00 0.00
C 3.427 0.317 2.435 0.01 0.04 0.01
H -1.319 4.963 -2.152 0.00 0.00 0.00
N -0.005 1.955 -1.496 -0.03 0.00 -0.04
C 0.394 -5.037 -0.099 -0.03 0.03 0.00
H -2.079 4.055 0.003 0.00 0.00 0.00
H 0.996 -6.898 0.774 0.00 0.00 -0.01
C -4.644 0.330 0.644 0.00 0.00 0.00
H 3.758 -5.622 -1.875 -0.01 0.00 0.00
H 4.080 -0.508 2.680 0.00 -0.01 0.00
H 1.807 2.820 -4.181 0.01 -0.01 0.00
H -2.753 2.606 -0.721 0.01 -0.02 0.00
C -0.794 3.041 -1.377 0.01 0.05 -0.05
H -2.105 -1.690 -1.351 0.00 -0.01 -0.01
C -3.290 0.593 0.687 0.12 0.10 0.04
C 1.468 -5.989 0.407 -0.03 0.04 0.03
H 0.972 4.303 2.078 -0.02 0.00 0.00
N -2.405 -0.135 -0.018 -0.02 -0.08 0.02
C -0.682 4.096 -2.263 -0.01 -0.01 0.02
N -1.470 2.231 0.908 -0.13 0.00 -0.04
H 2.030 -5.529 1.230 0.00 0.00 -0.01
H -1.339 3.969 2.087 0.02 0.01 -0.02
C -5.103 -0.714 -0.148 0.05 -0.01 -0.01
H 2.653 -3.323 -2.053 0.02 -0.01 -0.01
H -6.161 -0.939 -0.196 0.00 0.00 0.00
C 0.253 4.027 -3.287 0.00 0.01 -0.01
H -0.725 2.508 2.846 -0.02 0.00 -0.01
N 0.376 -1.568 -0.362 0.01 -0.02 -0.01
C 1.667 2.331 1.795 -0.12 0.14 -0.05
H -2.434 1.288 2.514 0.00 -0.01 -0.01
C 2.132 -4.233 -1.761 -0.03 0.02 -0.01
C -2.852 -1.141 -0.794 -0.02 0.00 0.01
```
Forces are in eV/Å.

Values from the calculation:
Multiplicity: 6
DFT total energy in eV: -38885.250
Total charge: +3

---

ORCA calculation (ωB97M-V/def2-TZVPD) on the ion C24H28NO7S2 with charge -1 at a distorted geometry.

```
62
Properties=species:S:1:pos:R:3:forces:R:3
H 1.859 -3.944 2.254 -0.36 0.18 -0.17
O -1.060 -2.809 -5.674 -0.14 -0.17 -1.22
C -0.136 -2.120 -2.252 -0.79 0.11 0.07
C 2.309 0.749 5.556 0.18 0.23 -0.54
H 1.767 0.200 6.327 0.17 0.13 -0.18
H -0.807 -1.388 -7.203 -0.20 -0.20 0.03
C -1.116 1.190 -0.878 -1.58 4.37 0.31
H -4.860 1.850 -1.310 0.09 0.01 0.40
O 0.648 -2.239 1.835 -0.12 -1.43 -0.30
C 2.522 1.361 3.184 -0.23 -0.17 1.14
S -1.115 2.462 0.367 0.69 -2.56 -2.90
C -0.394 -0.741 -2.135 0.80 -0.48 -0.65
H -4.186 3.744 0.541 0.07 -0.15 -0.07
H 1.003 0.083 3.953 0.10 0.06 0.03
C 0.292 -3.585 3.716 -0.15 -0.12 0.51
H 0.272 -4.579 4.175 0.01 0.05 -0.12
C 1.944 -0.184 -0.836 1.82 -0.03 -0.21
H 1.807 -0.863 -1.683 0.45 0.35 0.21
H 2.924 -0.379 -0.385 0.27 0.25 -0.34
H -0.551 1.076 -3.383 0.04 -0.69 0.37
H -4.125 1.382 0.268 0.37 0.00 -0.48
C -3.983 1.967 -0.651 -0.31 -0.21 -0.54
H -0.722 -3.170 3.757 0.20 -0.12 -0.12
O -1.732 1.821 1.516 -0.03 1.25 1.17
C 3.646 2.167 3.539 -0.50 -0.42 0.12
H -1.808 4.027 -1.296 0.06 -0.25 0.41
C -3.690 3.429 -0.384 -0.46 0.27 0.05
H -2.027 4.570 0.396 0.05 0.03 -0.16
C 0.802 -3.647 2.299 -0.12 1.06 -0.12
H 0.193 -4.323 1.673 0.32 0.45 0.08
C 0.874 -0.483 0.161 3.57 3.70 -0.80
C 1.148 -1.958 0.632 0.73 -0.71 -0.76
H -0.258 -3.881 -3.499 0.05 0.19 0.01
O 0.209 3.075 0.452 -0.66 0.11 0.75
H 0.929 -2.951 4.342 -0.04 -0.06 -0.19
H 4.186 2.735 2.779 -0.22 -0.19 0.09
C 1.868 0.683 4.223 0.25 0.05 0.63
C 3.440 1.511 5.887 -0.22 0.00 -0.33
H 2.572 1.692 1.039 0.07 -0.38 0.03
H 0.120 -2.710 -1.378 -0.24 0.15 -0.25
H 4.958 2.860 5.157 -0.46 -0.33 -0.35
C 4.092 2.239 4.879 -0.31 -0.23 -0.29
H 3.804 1.541 6.924 -0.19 0.04 -0.54
C -0.673 -2.079 -4.601 0.41 0.96 0.69
O -2.523 2.131 -2.834 -1.28 0.19 -0.25
C -2.209 3.753 -0.311 0.64 0.26 0.40
H -2.488 -1.592 -6.587 0.23 -0.04 -0.09
C -0.619 -0.667 -4.578 -0.37 -1.11 0.20
S -2.709 1.232 -1.707 2.19 -1.69 1.59
C 2.031 1.091 1.795 -0.17 0.14 -2.22
H -0.671 -0.673 0.235 -3.24 -0.04 -2.70
H -4.139 4.019 -1.192 0.22 0.01 0.15
C -0.414 -0.046 -0.804 -0.56 -4.06 4.43
N 1.109 0.267 1.461 0.11 -0.53 1.04
H 1.833 0.855 -1.187 0.18 -0.34 0.21
C -0.497 -0.021 -3.358 0.20 0.08 0.82
O 1.879 -2.724 0.005 -1.27 1.02 1.12
O -3.147 -0.152 -1.899 -0.28 0.85 -0.48
C -1.549 -2.110 -6.830 0.29 -0.22 0.73
C -0.310 -2.795 -3.447 -0.34 0.40 -0.59
H -1.725 -2.885 -7.578 0.00 0.16 0.06
H -0.793 -0.067 -5.466 0.02 -0.16 0.12
```
Forces are in eV/Å.

Values from the calculation:
DFT total energy in eV: -62830.402
Total charge: -1
SMILES string: CCOC(=O)[C@](C)(/N=C/c1ccccc1)[C@@H](C1=[S@@](=O)([O-])CCCS1(=O)=O)c1ccc(OC)cc1

---

ORCA calculation (ωB97M-V/def2-TZVPD) on a structure of composition C24H29Br57Cl2OP at a distorted geometry.

```
114
Properties=species:S:1:pos:R:3:forces:R:3
Br 0.860 5.966 -6.573 0.01 -0.01 -0.02
C 11.761 2.116 -3.930 0.04 -0.04 -0.02
Br -5.926 -5.490 3.233 -0.01 0.13 0.09
H -5.020 -0.505 3.819 -0.10 0.03 0.01
H -5.535 2.423 -0.218 0.09 -0.68 -0.12
P -3.206 4.984 1.475 -0.23 -0.05 0.49
Br -7.843 -7.964 2.682 0.00 0.01 0.02
Br 2.624 -3.767 4.807 0.06 -0.03 -0.08
C 8.058 5.443 -0.610 -0.07 -0.09 -0.04
C -0.363 -12.926 0.672 -0.05 -0.02 -0.01
Br 6.642 -3.300 1.760 -0.02 0.03 0.01
H -6.238 5.313 -0.264 -0.05 0.71 -0.16
H -2.701 5.009 -0.881 -0.27 0.29 -0.27
C -9.730 -0.880 4.221 0.01 -0.02 -0.05
H 6.313 -5.667 1.148 0.03 -0.03 -0.03
C -4.948 4.613 1.315 -0.03 0.23 -0.82
Br -6.217 -0.539 1.661 0.07 0.15 -0.05
Br -8.591 -2.399 3.945 -0.03 -0.18 0.03
C -6.035 6.535 -4.201 -0.14 -0.08 -0.14
Br 9.232 4.253 -1.552 0.00 -0.01 -0.01
H 1.134 -2.025 5.714 0.00 0.07 0.02
O -1.513 2.563 0.880 -0.84 2.10 0.40
Br 0.831 -1.609 3.297 -0.02 0.05 -0.04
H 12.385 1.411 -4.457 0.04 -0.03 -0.02
H -5.776 7.355 -4.852 0.09 0.08 0.04
Br -6.140 -2.517 7.068 -0.10 0.01 0.01
C -7.010 -6.404 1.936 -0.01 -0.04 -0.07
Br 8.492 2.328 -9.783 -0.01 0.00 -0.02
H -2.120 2.667 -1.005 -0.04 0.15 -0.27
Br 8.792 4.636 -7.616 -0.03 0.04 -0.02
C 0.129 -8.760 -3.709 0.01 -0.01 -0.04
Br 6.003 3.142 -7.974 -0.03 0.02 0.00
Br 10.081 2.191 -4.863 -0.06 0.02 0.03
C -5.115 0.229 3.031 0.01 -0.16 -0.06
H -1.301 5.239 0.128 0.59 0.05 0.11
C 5.753 -5.004 1.788 -0.06 0.02 0.01
Br 11.537 1.457 -2.140 0.00 -0.04 0.05
H -6.348 -6.737 1.151 0.05 0.01 -0.04
Br 1.577 -8.394 -2.496 0.00 -0.01 0.03
Br -0.874 -8.649 0.604 -0.05 0.14 0.04
H -2.696 4.190 2.497 0.16 0.01 0.05
Br -3.114 -7.680 2.653 -0.10 -0.08 0.04
Br 1.326 3.681 -1.938 -0.13 -0.06 0.05
Br 6.455 2.700 1.644 0.05 0.02 -0.04
H -4.743 4.669 -0.900 0.11 0.01 -0.08
Br -3.326 0.580 2.392 -0.26 -0.01 0.08
Br -2.199 -12.460 1.000 -0.02 0.01 0.00
Br 1.837 -0.574 -1.571 -0.07 0.11 -0.02
Br -0.660 0.511 0.138 1.10 -1.70 -0.88
Br 0.366 2.831 -6.327 -0.01 -0.02 0.01
H -3.791 -2.632 7.830 0.05 0.02 0.04
Br 5.755 -5.777 3.548 -0.02 0.01 0.03
Cl -7.115 3.209 -1.817 0.08 -0.14 -0.41
H 0.573 4.553 -4.580 0.04 0.03 0.12
C -1.244 -8.041 2.385 -0.10 -0.01 -0.13
Br -5.739 4.916 -5.183 0.03 -0.04 0.02
H -0.963 -8.833 3.061 0.01 -0.02 0.06
C 0.077 4.555 -5.536 0.02 0.05 -0.12
C -5.490 4.557 -0.129 -0.30 -0.61 0.32
Br 7.748 7.072 -1.586 0.00 0.00 0.01
Br 12.657 3.811 -3.948 -0.01 0.06 -0.03
Br -1.494 -7.897 -3.147 -0.06 0.03 0.05
C 11.290 7.975 -0.558 0.05 0.02 -0.02
Br -8.293 -5.220 1.131 0.00 0.01 -0.01
C -1.937 3.193 -0.061 0.55 -0.88 0.37
H -9.777 -0.351 3.281 0.01 0.08 -0.02
Br 12.539 6.904 -1.549 0.00 -0.01 0.02
H 8.212 2.256 -7.337 0.02 -0.05 0.02
C -4.263 -2.836 6.881 -0.05 0.03 -0.07
Br -4.437 -6.276 -1.211 -0.02 -0.02 0.01
H -2.928 -4.479 -1.974 0.02 -0.01 -0.06
Br -3.900 -4.670 6.438 0.04 0.01 -0.09
Br -2.402 -4.479 0.431 0.04 -0.02 0.13
Br -5.920 1.795 3.814 0.07 0.08 -0.06
C 2.549 4.356 -0.608 -0.03 0.03 0.15
Br 3.959 3.811 3.273 -0.01 0.05 -0.03
Br 0.448 -11.749 -0.614 0.11 -0.07 -0.12
Br 11.893 8.292 1.238 0.01 0.01 0.01
Br -1.795 4.884 -5.212 -0.07 -0.04 0.09
Br 3.532 1.599 1.033 0.10 -0.55 0.16
H -6.971 3.197 0.471 -0.29 -0.41 0.49
H 10.372 7.411 -0.489 -0.04 -0.02 0.01
H -5.126 3.672 1.814 0.18 -0.48 0.33
Br -4.879 6.639 -2.657 0.15 0.33 -0.22
H -5.507 5.355 1.865 0.03 0.31 0.41
H 0.169 -12.795 1.601 0.04 0.02 0.04
H 0.312 -1.790 -0.080 -0.03 -0.01 0.08
C 1.033 -2.699 4.878 0.00 -0.04 0.02
Br -11.523 -1.385 4.676 0.01 -0.03 0.02
C -3.552 -4.571 -1.098 0.03 0.05 0.01
H 4.869 1.521 3.111 -0.04 -0.07 0.02
H -0.050 -9.824 -3.676 -0.02 -0.05 0.01
Cl -2.952 6.852 2.053 0.04 0.15 -0.07
H 2.692 3.555 0.117 -0.12 0.43 -0.26
C 0.130 -1.003 -0.799 -0.14 -0.11 0.34
C -2.215 4.671 0.021 -0.37 -0.09 -0.05
Br -0.528 -3.772 5.192 0.05 0.02 0.04
Br 8.699 5.783 1.170 0.04 0.09 0.06
Br 3.972 -4.891 1.068 -0.02 0.00 -0.01
Br -0.174 -14.768 0.165 -0.01 0.00 -0.02
C 4.730 2.296 2.373 0.02 0.05 0.02
Br -7.873 6.759 -3.705 0.00 -0.03 0.03
Br -8.974 0.317 5.523 -0.05 0.03 0.09
Br -4.806 -3.110 -1.136 -0.02 -0.03 0.01
Br 1.818 5.873 0.339 -0.09 -0.04 -0.04
C 7.917 2.988 -8.073 0.04 0.01 0.01
Br 4.250 4.766 -1.374 0.03 0.03 -0.05
Br -3.490 -1.613 5.596 0.08 -0.05 0.09
H 7.106 4.944 -0.509 -0.05 -0.02 0.03
Br -1.109 -1.707 -2.082 0.00 0.04 -0.19
Br -0.217 -6.489 2.842 0.22 0.05 0.03
C -6.226 3.240 -0.300 0.05 0.66 0.08
Br 0.583 -8.314 -5.521 0.01 0.02 0.01
Br 10.877 9.614 -1.471 0.01 0.02 0.00
```
Forces are in eV/Å.

Values from the calculation:
DFT total energy in eV: -4054149.040
Total charge: +1

---

ORCA calculation (ωB97M-V/def2-TZVPD) on a structure of composition C24H29ClIrN7O2S.

```
65
Properties=species:S:1:pos:R:3:forces:R:3
C 2.443 -1.591 -1.216 -0.12 0.00 0.01
H 3.712 -3.019 -2.159 0.00 0.01 -0.01
H -1.763 1.770 3.075 0.07 0.01 0.00
N 0.669 2.998 1.103 0.12 0.05 -0.07
Ir 0.294 0.388 -0.806 -0.14 -0.97 0.09
H -0.207 2.800 0.631 0.03 0.03 0.04
H -4.214 -0.633 3.963 0.00 0.00 -0.01
N 3.173 0.556 -1.630 0.06 -0.11 -0.02
C -1.029 -2.419 -0.510 -0.02 -0.02 -0.04
H -2.795 -2.201 2.745 -0.04 0.02 0.00
C -3.366 2.572 -1.274 0.02 -0.03 -0.04
H 3.247 3.647 -2.413 0.00 0.00 0.01
H 1.211 -1.492 -4.892 0.01 0.00 0.00
H 2.442 3.151 3.015 0.00 0.00 0.01
C 0.489 -0.707 -4.693 -0.08 0.07 -0.08
N 0.111 -1.746 -0.605 0.00 0.27 0.25
C 2.274 2.145 2.656 -0.01 -0.05 0.00
H 2.915 -1.110 3.274 0.01 0.01 0.01
O -0.601 -0.139 -2.563 0.23 0.36 -0.34
H 4.191 -2.583 -0.518 0.00 -0.02 0.00
C 2.534 -0.221 2.795 0.02 -0.03 0.02
N 2.182 -0.335 -1.319 0.09 0.09 -0.18
H -2.020 -4.309 -0.438 0.00 0.00 0.00
H 4.462 -1.442 -1.848 0.01 0.00 0.02
C -2.145 1.471 1.000 -0.10 -0.04 -0.05
H -3.068 -1.277 1.252 0.02 0.00 0.00
H -3.820 2.981 -2.167 0.00 0.00 0.00
H -0.662 0.615 2.359 0.07 -0.09 -0.07
H -4.770 3.468 0.089 0.01 0.00 0.00
C -2.440 -1.353 2.156 0.05 -0.04 0.01
C 1.290 -3.796 -0.903 -0.03 0.00 -0.01
H -3.677 2.519 2.064 0.01 0.01 -0.01
N 3.586 2.737 -2.156 0.00 0.00 0.00
S 1.014 2.259 -1.710 0.16 0.03 0.08
C -3.811 0.186 3.366 -0.01 -0.05 0.02
H -1.923 -1.822 -0.421 0.00 0.00 0.02
C -1.569 1.221 -0.272 -0.05 0.16 0.02
H -3.794 1.080 3.990 0.00 0.00 0.01
C 1.383 1.955 1.579 -0.32 0.01 0.21
Cl 1.345 0.853 -4.717 0.00 0.02 0.06
N -2.462 -0.155 2.953 -0.02 0.12 -0.01
C -0.279 -1.064 -3.428 -0.21 -0.23 0.15
C 1.732 -0.336 1.700 0.22 -0.01 -0.10
H 0.718 3.866 1.610 0.01 -0.01 0.02
H 1.484 -1.307 1.302 0.00 0.05 0.02
C -3.896 2.840 -0.025 -0.02 0.03 0.00
C -2.226 1.793 -1.380 -0.03 0.01 0.07
H -4.497 0.359 2.523 0.00 -0.01 0.01
C -3.276 2.297 1.081 -0.01 -0.06 0.03
H 3.507 1.199 4.106 0.00 0.00 0.00
C 2.847 1.064 3.260 0.00 0.01 -0.01
O -0.656 -2.217 -3.363 0.15 -0.02 0.05
C -1.070 -3.805 -0.536 -0.04 0.03 -0.01
H -0.229 -0.688 -5.510 0.01 -0.02 -0.01
N 1.199 0.728 1.043 -0.08 0.22 -0.07
C 0.107 -4.501 -0.707 0.05 -0.01 -0.01
H 4.538 2.496 -2.379 0.00 0.00 0.00
C 1.262 -2.416 -0.876 0.01 0.06 -0.02
H 0.111 -5.582 -0.727 0.00 0.00 0.00
H 2.215 -4.315 -1.104 0.00 0.00 0.00
H -1.411 -1.562 1.852 -0.04 -0.01 0.04
C 2.732 1.761 -1.820 -0.05 0.11 -0.06
C -1.695 0.940 2.366 -0.02 0.05 -0.02
C 3.784 -2.191 -1.453 0.00 0.00 0.01
H -1.831 1.622 -2.370 0.02 -0.01 -0.03
```
Forces are in eV/Å.

Values from the calculation:
Multiplicity: 2
DFT total energy in eV: -66076.145
Total charge: +1